Formula: C12H37O6
Source: the OMol25 dataset
Level of theory: ωB97M-V/def2-TZVPD

Results
E_HOMO (alpha / beta) = -15.91 / -15.91 eV
2S+1 = 2
Net charge = +2
Electronic energy = -930.05406 hartree
HOMO-LUMO gap (alpha / beta) = 9.940 / 3.184 eV
<S²> = 0.75
Energy relative to the best compared isomer or geometry (same formula, charge and spin) = 134.9 kJ/mol

XYZ file:
```
55
Properties=species:S:1:pos:R:3:lowdin_charge:R:1
O -23.43 -0.09 7.60 0.232
H -23.72 -0.94 7.93 0.095
H -22.91 -0.26 6.82 0.090
H -24.27 0.34 7.42 0.081
C -25.44 -2.09 11.21 -0.060
C -25.00 -1.14 10.08 -0.337
O -25.04 -1.91 8.95 -0.048
H -24.91 -3.04 11.25 0.090
H -26.45 -2.47 11.11 0.090
H -25.27 -1.66 12.20 0.086
H -23.95 -0.92 10.27 0.114
H -25.73 -0.34 10.19 0.115
H -25.96 -2.09 8.74 0.123
C -25.59 2.43 5.60 -0.072
C -26.59 1.59 6.34 -0.253
O -25.88 0.44 6.82 -0.079
H -25.17 1.83 4.80 0.077
H -24.71 2.74 6.16 0.047
H -26.07 3.30 5.15 0.101
H -27.32 1.34 5.56 0.126
H -27.18 2.16 7.06 0.122
H -26.32 -0.05 7.51 0.088
C -21.74 -3.01 5.00 -0.074
C -20.91 -2.54 6.20 -0.278
O -21.73 -2.17 7.33 -0.084
H -22.43 -2.25 4.63 0.059
H -22.26 -3.94 5.20 0.081
H -21.05 -3.23 4.19 0.086
H -20.18 -1.81 5.84 0.103
H -20.37 -3.44 6.49 0.119
H -21.43 -2.65 8.10 0.096
C -20.49 0.98 4.19 -0.004
C -21.57 1.05 5.39 -0.474
C -21.86 2.47 5.84 -0.049
O -22.77 0.40 5.10 -0.061
H -20.49 -0.07 3.88 0.070
H -19.46 1.17 4.50 0.085
H -20.69 1.62 3.33 0.084
H -21.06 0.52 6.19 0.122
H -22.12 3.14 5.02 0.098
H -20.92 2.79 6.28 0.093
H -22.66 2.56 6.58 0.040
H -23.16 0.81 4.32 0.117
C -24.83 2.89 11.04 0.049
C -23.70 3.01 9.98 -0.327
C -22.61 4.03 10.28 0.009
O -23.15 1.66 9.74 0.239
H -24.37 2.49 11.95 0.107
H -25.65 2.24 10.73 0.091
H -25.26 3.86 11.27 0.123
H -24.02 3.34 9.00 0.150
H -21.67 4.03 9.72 0.111
H -22.44 4.10 11.35 0.105
H -23.12 4.99 10.17 0.122
H -22.53 1.39 10.41 0.163
```

Formula: C12H38Cl2F6N5O6
Source: the OMol25 dataset
Level of theory: ωB97M-V/def2-TZVPD

Results
E_HOMO = -17.50 eV
Net charge = +3
Electronic energy = -2723.15596 hartree
HOMO-LUMO gap = 7.638 eV
Energy relative to the best compared isomer or geometry (same formula, charge and spin) = 1765.7 kJ/mol

XYZ file:
```
69
Properties=species:S:1:pos:R:3:lowdin_charge:R:1
N 2.88 0.73 -0.06 0.224
H 3.05 -0.19 -0.45 -0.234
H 1.94 0.85 0.27 -0.184
H 3.20 1.49 -0.65 0.149
H 3.37 0.80 0.82 0.152
N 0.91 0.12 3.11 0.311
H 0.22 0.53 3.73 0.130
H 0.66 0.28 2.14 -0.015
H 0.92 -0.87 3.31 0.160
H 1.88 0.38 3.21 0.167
N 1.20 2.76 1.82 0.314
H 1.30 3.54 1.18 0.134
H 0.30 2.77 2.29 0.116
H 1.97 2.54 2.43 0.156
H 1.12 1.90 1.30 -0.224
N -2.02 1.88 1.50 0.288
H -1.82 2.41 0.67 -0.166
H -1.47 2.33 2.22 0.112
H -1.80 0.90 1.37 -0.126
H -3.00 1.97 1.74 0.168
N -2.06 -0.39 3.43 0.292
H -3.06 -0.30 3.55 0.165
H -1.71 -1.30 3.70 0.138
H -1.54 0.21 4.05 0.113
H -1.79 -0.28 2.46 -0.221
O -2.03 -0.26 1.40 -0.179
C -0.79 -0.73 0.88 -0.142
C 0.42 0.20 0.32 -0.073
O 1.34 0.88 1.17 -0.237
H -0.92 -1.43 0.05 0.092
H -0.42 -1.40 1.65 0.126
H 0.09 1.03 -0.31 0.109
H 1.02 -0.38 -0.38 0.099
C 1.56 -0.72 -3.87 -0.018
C 1.39 -1.49 -2.55 -0.138
O 2.64 -2.31 -2.45 0.088
C 3.65 -1.88 -1.64 -0.150
O 3.60 -0.84 -0.97 0.207
C 4.89 -2.75 -1.62 -0.454
F 5.14 -3.22 -0.33 0.142
F 4.69 -3.86 -2.33 0.202
F 5.94 -2.01 -2.07 0.193
H 0.66 -0.16 -4.14 0.083
H 1.79 -1.40 -4.69 0.105
H 2.36 0.00 -3.71 0.088
H 0.52 -2.14 -2.62 0.132
H 1.16 -0.78 -1.76 0.067
C -2.41 -0.22 -2.66 -0.030
C -2.32 1.12 -1.90 -0.171
O -1.05 1.72 -1.99 0.053
C -0.75 2.76 -1.15 -0.172
O -1.54 3.01 -0.20 0.165
C 0.62 3.44 -1.27 -0.467
F 0.63 4.75 -0.89 0.203
F 1.54 2.78 -0.53 0.112
F 1.05 3.37 -2.52 0.228
H -1.45 -0.72 -2.61 0.063
H -2.67 0.04 -3.69 0.098
H -3.25 -0.89 -2.46 0.034
H -2.65 0.87 -0.89 0.116
H -3.05 1.80 -2.35 0.157
Cl -3.84 -3.03 -1.29 0.636
C -2.77 -2.69 0.11 -0.651
C -3.42 -3.14 1.45 -0.614
Cl -5.15 -2.63 1.55 0.571
H -2.71 -1.61 0.20 0.011
H -1.74 -3.03 0.03 0.075
H -2.92 -2.90 2.38 0.045
H -3.47 -4.23 1.53 0.076
```

Formula: C12H38N10O14Zn2
Source: the OMol25 dataset
Level of theory: ωB97M-V/def2-TZVPD

Results
E_HOMO = -13.80 eV
Net charge = +2
Electronic energy = -5639.40475 hartree
HOMO-LUMO gap = 8.650 eV

XYZ file:
```
76
Properties=species:S:1:pos:R:3:lowdin_charge:R:1
Zn -0.37 2.58 1.04 0.960
Zn 1.63 -2.25 -1.21 0.937
C 0.21 0.39 -0.10 -0.758
O 1.02 1.37 0.19 -0.115
O 0.73 -0.76 -0.30 -0.076
O -0.95 0.76 0.30 -0.122
C -1.04 -4.08 -1.20 -0.585
O -0.02 -3.38 -0.99 -0.037
N -1.25 -5.16 -0.41 0.180
N -2.00 -3.79 -2.08 0.213
H -1.57 -6.05 -0.76 0.123
H -0.62 -5.27 0.37 0.116
H -2.79 -4.41 -2.12 0.132
H -2.03 -2.86 -2.48 0.079
C -0.06 1.74 4.11 -0.589
O 0.05 2.02 2.89 -0.028
N -1.27 1.42 4.60 0.207
N 0.93 1.74 5.01 0.200
H -1.99 1.27 3.91 0.105
H -1.44 1.35 5.58 0.125
H 1.84 2.06 4.72 0.126
H 0.83 1.65 6.00 0.127
C 4.29 -0.72 -0.86 -0.606
O 3.31 -1.29 -1.38 -0.047
N 5.55 -1.14 -1.04 0.210
N 4.15 0.41 -0.14 0.216
H 5.64 -1.94 -1.64 0.132
H 6.35 -0.55 -0.89 0.125
H 4.91 0.70 0.45 0.119
H 3.24 0.79 0.09 0.093
C -1.16 4.05 -1.75 -0.587
O -0.92 3.49 -0.66 -0.030
N -2.15 3.68 -2.56 0.227
N -0.36 5.02 -2.26 0.204
H -2.27 4.20 -3.41 0.126
H -2.80 2.95 -2.31 0.096
H 0.29 5.50 -1.66 0.123
H -0.52 5.42 -3.16 0.124
C 2.74 -2.49 1.72 -0.606
O 2.50 -3.00 0.61 -0.019
N 1.90 -1.60 2.27 0.202
N 3.91 -2.63 2.40 0.189
H 2.07 -1.24 3.19 0.108
H 1.17 -1.20 1.70 0.089
H 4.56 -3.36 2.16 0.122
H 4.07 -2.05 3.20 0.105
C -2.68 -1.63 2.26 -0.221
C -3.93 -2.10 3.00 -0.241
O -5.08 -1.87 2.21 -0.039
O -2.68 -0.19 2.22 -0.106
H -2.58 -1.97 1.23 0.108
H -1.79 -1.92 2.83 0.114
H -3.91 -1.51 3.92 0.123
H -3.80 -3.15 3.26 0.124
H -5.18 -0.92 2.32 0.092
H -2.10 0.05 1.48 0.021
C -3.73 0.42 -1.96 -0.193
C -3.41 -1.06 -1.74 -0.196
O -2.01 -1.27 -1.88 -0.101
O -3.64 1.17 -0.72 -0.095
H -4.80 0.57 -2.11 0.130
H -3.11 0.87 -2.73 0.112
H -3.99 -1.57 -2.52 0.129
H -3.73 -1.42 -0.76 0.125
H -1.57 -1.24 -1.03 0.059
H -2.75 1.15 -0.34 0.028
C 2.28 1.74 -3.21 -0.230
C 2.98 2.98 -2.63 -0.227
O 3.48 3.77 -3.69 -0.069
O 0.88 1.71 -3.24 -0.047
H 2.69 0.83 -2.74 0.089
H 2.66 1.59 -4.22 0.127
H 3.87 2.71 -2.04 0.105
H 2.38 3.61 -1.98 0.108
H 4.36 3.57 -4.00 0.089
H 0.55 1.72 -2.33 0.049
```

Formula: C12H38N2O8
Source: the OMol25 dataset
Level of theory: ωB97M-V/def2-TZVPD

Results
E_HOMO = -9.44 eV
Net charge = 0
Electronic energy = -1191.26704 hartree
HOMO-LUMO gap = 9.556 eV
Energy relative to the best compared isomer or geometry (same formula, charge and spin) = 192.0 kJ/mol
SMILES = COC[C@H](C)N.COC[C@H](C)N.OCCO.OCCO.O.O

XYZ file:
```
60
Properties=species:S:1:pos:R:3:lowdin_charge:R:1
C -2.39 -3.99 3.35 -0.109
O -2.34 -4.27 4.75 -0.216
C -2.70 -5.66 5.14 -0.155
C -2.19 -5.92 6.61 -0.426
C -0.63 -5.85 6.65 -0.058
N -2.59 -7.21 7.17 0.023
H -2.18 -2.94 3.15 0.086
H -3.41 -4.14 3.00 0.077
H -1.77 -4.72 2.82 0.081
H -3.77 -5.86 5.12 0.113
H -2.18 -6.36 4.49 0.111
H -2.75 -5.24 7.25 0.133
H -0.21 -6.63 6.01 0.073
H -0.23 -5.94 7.66 0.071
H -0.33 -4.89 6.23 0.065
H -2.55 -7.90 6.44 0.066
H -3.57 -7.11 7.41 0.065
C 2.49 0.20 3.10 -0.115
O 3.09 -0.24 1.88 -0.215
C 4.02 -1.36 2.00 -0.160
C 4.67 -1.69 0.56 -0.405
C 3.57 -2.04 -0.48 -0.067
N 5.59 -2.79 0.77 0.021
H 1.91 -0.62 3.54 0.083
H 1.94 1.13 3.00 0.082
H 3.24 0.41 3.87 0.075
H 4.74 -1.07 2.77 0.109
H 3.52 -2.22 2.42 0.115
H 5.24 -0.89 0.09 0.132
H 3.03 -1.22 -0.95 0.077
H 2.94 -2.88 -0.19 0.073
H 4.08 -2.59 -1.27 0.068
H 5.03 -3.51 1.20 0.064
H 6.14 -2.60 1.59 0.064
O 1.69 8.08 -8.24 -0.054
C 0.29 8.02 -7.84 -0.243
C -0.08 8.31 -6.42 -0.304
O 0.07 7.20 -5.63 -0.034
H 1.93 8.99 -8.05 0.072
H -0.39 8.63 -8.43 0.110
H -0.07 7.05 -8.17 0.123
H -1.08 8.72 -6.33 0.118
H 0.56 9.13 -6.09 0.120
H 0.38 7.48 -4.76 0.092
O -4.04 0.24 -3.44 -0.077
C -3.46 0.10 -4.73 -0.223
C -3.51 1.38 -5.63 -0.259
O -4.80 1.66 -6.09 -0.067
H -3.49 0.82 -2.90 0.082
H -2.40 0.20 -4.49 0.104
H -3.78 -0.83 -5.20 0.126
H -2.95 1.09 -6.52 0.113
H -3.11 2.31 -5.21 0.119
H -5.17 2.12 -5.33 0.081
O -0.69 2.08 -0.34 -0.051
H 0.02 1.69 0.17 0.023
H -0.47 3.01 -0.38 0.027
O 1.44 7.25 0.73 -0.055
H 1.97 6.49 0.50 0.026
H 1.68 7.43 1.64 0.029
```